Molecular formula: C13H48N2O11
Method: DFT, ωB97M-V with the def2-TZVPD basis set

Computed properties:
- SMILES string = NC(N)=O.CC(C)O.CO.CO.CO.CO.CO.CO.CO.CO.CO
- DFT total energy (eV) = -39759.627
- gap between HOMO and LUMO (eV) = 9.62
- LUMO energy (eV) = 0.3
- molecular weight (g/mol) = 408.5
- spin multiplicity = 1
- net charge = 0

Cartesian coordinates (Å):
N: -24.792 -10.961 18.372
C: -23.678 -11.725 18.145
N: -22.679 -11.593 19.062
O: -23.613 -12.538 17.224
H: -25.486 -10.977 17.645
H: -24.833 -10.207 19.028
H: -21.865 -12.186 18.962
H: -22.770 -10.959 19.831
C: -18.088 -12.293 18.818
C: -18.997 -13.262 19.536
C: -19.182 -12.982 21.021
O: -20.290 -13.279 18.931
H: -18.544 -11.304 18.730
H: -17.846 -12.635 17.806
H: -17.113 -12.212 19.304
H: -18.511 -14.244 19.446
H: -18.396 -13.429 21.632
H: -20.096 -13.506 21.313
H: -19.267 -11.925 21.271
H: -20.166 -13.000 18.005
C: -20.651 -11.004 15.697
O: -20.839 -12.291 16.287
H: -20.182 -10.310 16.389
H: -20.032 -11.158 14.808
H: -21.591 -10.669 15.250
H: -21.740 -12.331 16.638
C: -23.432 -18.314 19.593
O: -23.987 -19.620 19.556
H: -23.857 -17.716 20.397
H: -22.366 -18.373 19.866
H: -23.487 -17.804 18.631
H: -23.559 -20.052 18.798
C: -21.938 -19.542 16.710
O: -22.292 -20.745 17.423
H: -21.186 -18.968 17.247
H: -21.445 -19.894 15.792
H: -22.835 -19.011 16.414
H: -21.514 -21.288 17.552
C: -25.628 -17.710 16.729
O: -26.969 -17.492 16.300
H: -24.921 -17.182 16.084
H: -25.530 -17.306 17.735
H: -25.415 -18.781 16.779
H: -27.002 -17.763 15.378
C: -18.966 -15.475 14.162
O: -19.523 -16.763 14.248
H: -19.656 -14.780 13.660
H: -18.814 -14.998 15.145
H: -18.012 -15.560 13.644
H: -20.150 -16.824 14.991
C: -21.974 -15.543 16.844
O: -21.011 -16.555 16.585
H: -22.981 -15.963 16.838
H: -21.786 -15.157 17.849
H: -21.907 -14.706 16.149
H: -20.358 -16.610 17.296
C: -24.223 -15.289 13.853
O: -25.085 -16.406 13.622
H: -23.568 -15.571 14.670
H: -23.646 -15.109 12.943
H: -24.761 -14.375 14.111
H: -25.696 -16.199 12.910
C: -17.824 -17.222 17.504
O: -18.905 -16.998 18.399
H: -17.610 -18.292 17.408
H: -18.034 -16.842 16.507
H: -16.865 -16.775 17.789
H: -18.541 -17.157 19.275
C: -23.143 -14.568 20.797
O: -24.495 -14.978 20.710
H: -22.576 -15.493 20.896
H: -22.823 -14.024 19.908
H: -22.967 -13.907 21.657
H: -25.101 -14.234 20.720

Löwdin atomic charge list, values in e, 4 entries: N 0.157; C -0.651; N 0.175; O 0.016